(1)
ORCA calculation (the ωB97M-V functional and the def2-TZVPD basis) on a structure of composition C33H33BCl3N4O3SScSe2.

Each line ends with the Löwdin charge.
Geometry (Å):
Sc  1.9370  1.5715  -1.2803  0.8660
C  4.9800  -0.9207  -2.5950  -0.3238
Se  4.5233  0.7477  -1.7070  0.9439
C  5.4713  0.6664  -0.0043  -0.4815
C  5.6389  2.1264  0.3688  -0.5048
Se  3.8631  2.9978  0.4152  0.9918
C  3.4260  2.3644  2.2088  -0.3029
H  4.7002  -1.7685  -1.9754  0.0329
H  6.0463  -0.9253  -2.7999  0.0418
H  4.4272  -0.9336  -3.5309  0.0349
H  6.3878  0.0969  -0.1477  0.0933
H  4.8392  0.1638  0.7254  0.0654
H  6.2545  2.6687  -0.3445  0.0742
H  6.0683  2.2411  1.3630  0.0849
H  4.2605  2.6353  2.8497  0.0504
H  3.2562  1.2913  2.2225  0.0447
H  2.5343  2.8907  2.5296  0.0309
O  0.9704  3.7947  0.9763  0.0549
B  0.8072  2.4705  0.5775  -0.6049
O  -0.3408  1.9429  1.1633  0.1143
C  -0.9004  2.9639  1.9093  -0.1971
C  -2.0504  2.9550  2.6656  0.0162
C  -2.3827  4.1483  3.3004  -0.0611
C  -1.5875  5.2849  3.1768  -0.0606
C  -0.4245  5.2798  2.4126  0.0241
C  -0.1098  4.0938  1.7895  -0.1959
H  -2.6596  2.0665  2.7633  0.1192
H  -3.2773  4.1917  3.9059  0.1130
H  -1.8796  6.1910  3.6889  0.1135
H  0.1996  6.1570  2.3132  0.1284
Cl  -1.9006  -3.1594  4.9171  0.7304
C  -1.4038  -3.5617  3.3187  -0.6591
C  -0.8050  -2.6007  2.5218  -0.1106
C  -0.4340  -2.9353  1.2328  -0.0584
C  -0.6425  -4.2066  0.7052  -0.1959
C  -0.2619  -4.5599  -0.7121  -0.2612
C  1.1563  -4.1029  -1.1155  -0.0198
N  1.2093  -2.7468  -1.6657  -0.0265
C  0.7102  -2.3663  -2.8875  -0.0159
C  0.8688  -1.0195  -2.9662  -0.1097
N  1.4667  -0.5715  -1.8045  -0.0740
C  1.6704  -1.6473  -1.0553  -0.1537
O  -1.1776  -4.1624  -1.7377  -0.0938
C  -2.0539  -3.0619  -1.5156  -0.1548
C  -3.1847  -3.3585  -0.5765  -0.3215
C  -3.6925  -2.4991  0.3488  -0.9469
Cl  -3.1448  -0.8947  0.6725  0.7007
S  -5.0019  -3.1575  1.2425  1.0334
C  -4.8890  -4.6220  0.3624  -0.3753
C  -3.8997  -4.5908  -0.5660  -0.1358
C  -1.2349  -5.1570  1.5439  -0.5694
Cl  -1.5494  -6.7681  0.9961  0.7772
C  -1.6166  -4.8433  2.8378  -0.1056
H  -0.6590  -1.5996  2.9028  0.1089
H  -0.0107  -2.1590  0.6094  0.0891
H  -0.2342  -5.6461  -0.7834  0.1142
H  1.5391  -4.7715  -1.8848  0.1440
H  1.8222  -4.1517  -0.2552  0.1450
H  0.2841  -3.0771  -3.5720  0.1488
H  0.6005  -0.3545  -3.7698  0.1239
H  2.1334  -1.6664  -0.0809  0.1533
H  -2.4553  -2.8421  -2.5071  0.1471
H  -1.5099  -2.1723  -1.1797  0.0771
H  -5.5699  -5.4295  0.5775  0.0821
H  -3.6648  -5.4171  -1.2206  0.1236
H  -2.0814  -5.5929  3.4622  0.1171
N  -2.3433  1.5942  -1.4538  0.1735
C  -1.1494  1.0191  -1.6002  -0.1529
N  -0.1875  1.8990  -1.8400  -0.0095
C  -0.8256  3.1481  -1.8349  -0.2327
C  -0.2998  4.4243  -2.0127  -0.0070
C  -1.1758  5.4867  -1.9233  -0.0449
C  -2.5417  5.2912  -1.6704  -0.0439
C  -3.0741  4.0290  -1.4991  0.0205
C  -2.1850  2.9667  -1.5850  -0.1644
H  -3.1912  1.0890  -1.2393  0.1369
H  -1.0183  -0.0447  -1.4969  0.1076
H  0.7534  4.5918  -2.2112  0.1198
H  -0.8053  6.4938  -2.0554  0.1186
H  -3.1912  6.1531  -1.6100  0.1188
H  -4.1270  3.8784  -1.3041  0.1255

The calculation puts the relative energy (zero: lowest compared OMol25 entry of this formula, charge and spin) at 45.8 kJ/mol. For the LUMO energy, the calculation gives -5.96 eV. The charge is +2.

---

(2)
ORCA calculation (the ωB97M-V functional and the def2-TZVPD basis) on a structure of composition C33H33BrN7OPrSSi.

Each line ends with the Löwdin charge.
Geometry (Å):
Pr  -0.6150  -0.9032  -0.3998  0.9454
C  -3.6571  -2.3364  3.0799  -0.0207
C  -3.0745  -1.8132  1.8037  -0.2640
N  -1.8859  -2.1354  1.4078  -0.0993
N  -1.1391  -2.9251  2.1958  -0.0177
C  -0.1234  -3.5312  1.5931  -0.8820
N  0.8000  -4.0823  2.4196  0.0786
S  0.0617  -3.7623  -0.0896  0.6912
C  -3.8028  -0.8987  0.9196  -0.2107
C  -5.0737  -0.4089  1.2181  0.0004
C  -5.6985  0.4599  0.3422  -0.0431
C  -5.0569  0.8127  -0.8342  -0.0389
C  -3.8019  0.2804  -1.0677  -0.1011
N  -3.1793  -0.5343  -0.2219  0.0120
H  -3.1877  -3.2892  3.3107  0.0714
H  -4.7351  -2.4735  3.0128  0.0721
H  -3.4436  -1.6528  3.9065  0.0933
H  0.5747  -4.1386  3.4005  0.0960
H  1.4015  -4.7798  2.0214  0.0761
H  -5.5636  -0.7020  2.1354  0.1073
H  -6.6767  0.8594  0.5752  0.1132
H  -5.5122  1.4804  -1.5511  0.1097
H  -3.2601  0.5268  -1.9753  0.1245
Br  3.3462  -3.4709  -6.6035  0.7109
C  2.1125  -2.9711  -5.2458  -0.6924
C  0.7396  -3.1476  -5.4561  -0.1093
C  -0.1443  -2.7684  -4.4846  0.0107
C  0.2667  -2.1852  -3.2554  -0.3574
O  -0.6236  -1.7758  -2.4235  -0.2733
C  1.6796  -2.0568  -3.0390  -0.1221
C  2.3246  -1.5588  -1.8579  -0.0780
N  1.8108  -1.1731  -0.7338  -0.0104
C  2.6585  -0.7726  0.3201  -0.1785
C  4.0368  -0.8438  0.2999  -0.0067
C  4.8271  -0.3230  1.3331  -0.0651
C  4.2526  0.2793  2.4150  -0.0312
C  2.8479  0.3142  2.5238  -0.1397
C  2.1993  0.8798  3.6452  0.0080
C  0.8449  0.7966  3.7548  -0.0218
C  0.1350  0.1216  2.7498  -0.1078
N  0.6910  -0.3627  1.6611  0.0241
C  2.0408  -0.2474  1.5037  -0.1250
C  2.5645  -2.4474  -4.0711  -0.0873
H  0.3921  -3.5796  -6.3849  0.1038
H  -1.2100  -2.8934  -4.6275  0.1215
H  3.4073  -1.5397  -1.9774  0.1143
H  4.5537  -1.3008  -0.5315  0.1059
H  5.9042  -0.3952  1.2565  0.1082
H  4.8551  0.7070  3.2065  0.1145
H  2.7972  1.3566  4.4124  0.1218
H  0.3150  1.2220  4.5949  0.1144
H  -0.9237  -0.0587  2.8758  0.1118
H  3.6310  -2.3318  -3.9204  0.1074
C  0.2899  3.9759  -2.1200  -0.1740
Si  0.6941  2.1610  -1.7474  0.4175
C  0.1292  1.1923  -3.2838  -0.1376
C  2.5926  2.0549  -1.6126  -0.1524
N  -0.2023  1.5122  -0.4241  -0.1874
C  -0.4393  2.2845  0.6939  -0.3856
C  0.4230  3.3074  1.1429  -0.0569
C  0.1168  4.0894  2.2410  -0.0955
C  -1.0588  3.8919  2.9572  -0.1198
C  -1.9184  2.8819  2.5500  -0.1016
C  -1.6115  2.0912  1.4550  -0.0652
H  0.6964  4.2714  -3.0897  0.0272
H  0.6956  4.6531  -1.3663  0.0178
H  -0.7928  4.1239  -2.1470  0.0322
H  0.9102  0.5285  -3.6607  0.0293
H  -0.1257  1.8766  -4.0954  0.0354
H  -0.7570  0.5935  -3.0777  0.0081
H  3.0732  2.7586  -2.2966  0.0314
H  2.9574  1.0570  -1.8577  0.0046
H  2.9326  2.2887  -0.6000  0.0220
H  1.3574  3.4654  0.6159  0.0877
H  0.8070  4.8678  2.5461  0.1010
H  -1.3036  4.5206  3.8034  0.0917
H  -2.8449  2.7074  3.0869  0.1004
H  -2.3042  1.3189  1.1436  0.0848

As for the multiplicity: 3. For the LUMO energy (spin up / spin down), the calculation gives -0.65 / -0.65 eV.

---

Result set for E: -247321.51176 -150064.72447 eV, one per record in the order listed.
Result set for max |F|: 0.7 1.0 eV Å⁻¹, one per record in the order listed.